Model one:
Below is 3 unconnected molecules or ions with the total composition C4H5NO3, with properties calculated with ωB97M-V/def2-TZVPD.

Element x y z (Å)
C 0.92 0.60 -0.19
C -1.21 -0.46 -0.85
C -2.15 -0.33 0.16
C -3.12 0.18 0.80
H 3.28 -1.04 1.57
H 3.03 1.48 0.01
H -1.22 -1.53 -1.28
H -1.47 0.24 -1.68
H -3.89 0.00 1.66
N 2.12 0.39 0.36
O 3.08 -0.82 0.21
O 0.42 1.75 -0.27
O 0.22 -0.47 -0.50

Summary:
Charge   0
E_HOMO   -10.02 eV
2S+1   1

Results of the Mulliken charge analysis, in e, for atoms 1 through 4:
1. C 0.573
2. C -0.205
3. C -0.070
4. C -0.288

=====

Model two:
Below is a single C4H5NO3 molecule, with properties calculated with ωB97M-V/def2-TZVPD.

Element x y z (Å)
C 0.32 0.77 0.33
C 1.70 0.49 -0.17
C -0.17 -0.68 0.33
C -1.52 -0.92 -0.29
H -1.25 1.51 -0.28
H 0.25 1.19 1.33
H 2.48 1.26 -0.28
H -0.17 -1.03 1.35
H -1.59 -1.84 -0.95
N 1.95 -0.72 -0.44
O -0.34 1.67 -0.51
O 0.83 -1.49 -0.23
O -2.50 -0.20 -0.19

Summary:
Charge   0
E_HOMO   -10.17 eV
Structure (SMILES)   O=C[C@H]1ON=C[C@H]1O
2S+1   1

Results of the Mulliken charge analysis, in e, for atoms 1 through 4:
1. C 0.300
2. C -0.296
3. C 0.041
4. C -0.051

=====

Model three:
Below is a single C4H5NO3 molecule, with properties calculated with ωB97M-V/def2-TZVPD.

Element x y z (Å)
C 1.19 -0.34 -0.71
C -1.99 0.60 0.47
C 0.39 0.39 0.37
O -0.80 0.72 -0.29
O 0.54 -1.51 -1.12
C 2.44 -0.43 0.24
O 0.47 0.56 1.59
N 3.47 -0.75 0.67
H -0.23 -1.22 -1.64
H 1.46 0.29 -1.56
H -1.86 0.90 1.52
H -2.33 -0.44 0.43
H -2.75 1.24 0.03

Summary:
Charge   0
E_HOMO   -11.25 eV
Structure (SMILES)   COC(=O)[C@H](O)C#N
2S+1   1

Results of the Mulliken charge analysis, in e, for atoms 1 through 4:
1. C 0.341
2. C -0.692
3. C 0.565
4. O -0.340

=====

Model four:
Below is a molecular structure, C4H5NO3, with properties calculated with ωB97M-V/def2-TZVPD.

Element x y z (Å)
C -0.49 -0.59 0.77
C 0.65 -1.37 0.59
C 1.21 -0.86 -0.60
C 0.37 0.14 -0.97
H -0.54 0.11 3.17
H 1.14 -2.21 0.93
H 2.19 -1.01 -1.19
H 0.22 1.70 -2.15
H -2.19 1.71 0.18
N -0.59 0.36 -0.27
O -1.43 -0.56 1.66
O 0.42 0.85 -2.17
O -0.98 1.72 0.05

Summary:
Charge   0
E_HOMO   -7.34 eV
2S+1   1

Results of the Mulliken charge analysis, in e, for atoms 1 through 4:
1. C -0.345
2. C -0.299
3. C -0.281
4. C 0.428

=====

Verdict on stability: model three comes out on top.